i:
Below is a cluster of 3 separate species, CH10N2O2 in total, with properties calculated with ωB97M-V/def2-TZVPD.

Summary:
Total charge: 0
SMILES: NCN.O.O
Lowest unoccupied orbital energy (eV): 0.709
E_HOMO (Eh): -0.3742

Last column: natural (NBO) charge in e.
Geometry (Å):
N1 0.5363 2.4222 -0.4680  -0.81
C1 0.1797 0.9007 -0.0429  -0.06
N2 -1.2684 0.6027 -0.0257  -0.87
H1 -0.0841 2.9416 0.1791  0.34
H2 0.0750 2.5327 -1.3657  0.35
H3 0.6187 0.3298 -0.8467  0.18
H4 0.5980 0.7404 0.9739  0.17
H5 -1.6289 1.1491 0.7597  0.35
H6 -1.5122 -0.3470 0.4222  0.37
O1 2.0496 -2.5684 2.3220  -0.94
H7 2.9953 -2.3964 2.2106  0.47
H8 1.8786 -2.4277 3.2846  0.47
O2 -1.6480 -1.6612 -2.3718  -0.94
H9 -1.5195 -1.2880 -3.2383  0.46
H10 -1.2701 -0.9306 -1.7929  0.48

ii:
Below is a cluster of 3 separate species, CH10N2O2 in total, with properties calculated with ωB97M-V/def2-TZVPD.

Summary:
Total charge: 0
SMILES: NCN.O.O
Lowest unoccupied orbital energy (eV): 0.748
E_HOMO (Eh): -0.3598

Last column: natural (NBO) charge in e.
Geometry (Å):
N1 -0.1845 -0.5761 -0.5647  -0.83
C1 -0.3908 0.8859 -0.6878  -0.06
N2 -0.8922 1.4130 0.6574  -0.87
H1 -0.8390 -0.9878 0.1186  0.35
H2 0.6681 -0.6380 -0.1306  0.36
H3 -1.2814 1.1284 -1.4534  0.17
H4 0.5854 1.3189 -1.0711  0.19
H5 -0.0357 2.0521 1.0064  0.37
H6 -1.6250 2.0396 0.3884  0.37
O1 2.9818 -1.5755 -1.4884  -0.95
H7 2.4475 -1.6296 -2.3700  0.48
H8 3.3307 -2.4863 -1.4028  0.47
O2 -1.5379 -0.1899 2.7297  -0.98
H9 -1.8388 -1.1319 2.3265  0.45
H10 -1.3880 0.3771 1.9418  0.49

Looking at the structures above, i is most stable, and the difference to the next one is 0.0091 hartree.